Entry 1:
Below is C32H31Cl2F12N5O2S2W as an isolated structure, with properties calculated with the ωB97M-V functional and the def2-TZVPD basis.

ORCA input file:
```
! RIJCOSX wB97M-V def2-TZVPD def2/J DEFGRID3
* xyz 0 1
W -0.83805 -0.82883 -0.79571
C 2.38573 -4.26286 2.65252
C 1.28421 -3.30405 2.30684
C 0.91406 -2.31006 3.27793
C -0.02786 -1.36895 3.04724
C -0.71429 -1.40131 1.79987
N -1.46856 -0.49430 1.20778
C -2.20429 0.53844 1.79809
C -2.50058 0.56668 3.15563
C -3.20253 1.63137 3.69463
C -3.63481 2.68269 2.89925
C -4.36283 3.86294 3.48170
C -3.40248 2.60417 1.52945
C -2.72669 1.53456 0.96650
C -2.52562 1.33028 -0.51769
O -2.69637 -0.01694 -0.88204
C -1.05337 1.42252 -0.88936
F 0.55111 -0.28882 -2.00494
F -0.35521 2.34607 -0.20684
F -0.92371 1.76715 -2.21047
C -3.47786 2.17371 -1.38306
F -4.75022 2.08980 -0.96665
F -3.12737 3.47236 -1.37476
F -3.47552 1.76701 -2.66474
C -0.51144 -2.49301 0.86251
C 0.62195 -3.36260 1.13196
C -1.84408 -3.12603 0.32188
O -2.17666 -2.40278 -0.78759
C -1.74047 -4.64197 -0.05382
F -0.66814 -4.95683 -0.82209
F -1.65611 -5.41289 1.03567
F -2.79512 -5.01646 -0.77553
C -3.01617 -3.07455 1.39768
F -3.93086 -4.03630 1.20555
F -3.67812 -1.92633 1.36402
F -2.52952 -3.24790 2.64365
H 3.24092 -3.73418 3.07203
H 2.71972 -4.81507 1.77485
H 2.03897 -4.98239 3.39835
H 1.47397 -2.27890 4.20607
H -0.19160 -0.56726 3.74815
H -2.21907 -0.25919 3.79236
H -3.42177 1.63750 4.75565
H -4.54271 3.72721 4.54739
H -5.32589 4.01302 2.99146
H -3.78355 4.77912 3.35313
H -3.78066 3.39638 0.89804
H 0.91079 -4.12198 0.42151
N -1.67839 -0.99116 -2.87434
C -0.78524 -1.52670 -3.90743
C -0.27832 -2.84299 -3.36265
N 0.26118 -2.65054 -2.00671
H -2.47702 -1.60513 -2.72192
H -2.05018 -0.07311 -3.09989
H 0.02502 -0.81739 -4.05642
H -1.31165 -1.66920 -4.85274
H 0.46208 -3.27922 -4.03645
H -1.10857 -3.54861 -3.28043
H 1.17640 -2.21533 -2.02466
H 0.34451 -3.55321 -1.56529
Cl 3.42435 -1.79717 -1.06378
C 3.65294 -1.37305 0.60402
C 4.81136 -1.85273 1.19146
C 5.11955 -1.49970 2.49300
C 4.26389 -0.65856 3.18203
C 3.11076 -0.19152 2.57223
Cl 2.14351 0.91138 3.50460
C 2.73230 -0.53796 1.25706
S 1.35760 0.27008 0.53295
H 5.46934 -2.48660 0.61324
H 6.02443 -1.86425 2.96013
H 4.48678 -0.34005 4.19092
C 0.74861 4.26943 -3.68450
N 2.11627 4.34314 -3.24331
C 2.78119 5.61614 -3.03543
C 4.14279 5.18800 -2.47977
N 4.22668 3.81761 -2.96242
C 2.98430 3.30881 -3.23213
S 2.65270 1.70100 -3.45802
H 0.10921 4.84009 -3.00926
H 0.44163 3.22831 -3.67018
H 0.63971 4.66723 -4.69897
H 2.21836 6.23525 -2.33582
H 2.87972 6.16526 -3.97920
H 4.15613 5.23462 -1.38684
H 4.95634 5.79858 -2.86782
H 4.90848 3.16898 -2.60930
*
```

Properties
- HOMO energy: -7.432 eV
- Relative energy (zero: lowest compared OMol25 entry of this formula, charge and spin): 247.5 kJ/mol
- Calculated total energy: -126386.74307 eV
- Gap between HOMO and LUMO: 6.5 eV


Entry 2:
Below is C32H31CrN8O2S4 as an isolated structure, with properties calculated with the ωB97M-V functional and the def2-TZVPD basis.

ORCA input file:
```
! RIJCOSX wB97M-V def2-TZVPD def2/J DEFGRID3
* xyz -2 2
Cr 0.09939 0.27403 -1.57783
O 3.63023 2.33298 -1.63053
C 2.50386 1.85133 -1.38948
N 1.59467 1.37799 -2.29579
C 1.50260 1.87304 -3.58476
C 2.48512 2.58294 -4.27915
C 2.21610 3.08421 -5.54913
C 0.98057 2.88072 -6.14048
C -0.00607 2.16005 -5.46893
C 0.24765 1.64327 -4.20272
N -0.61999 0.86004 -3.41716
C -1.71320 0.30160 -3.93885
O -2.32249 0.54384 -4.98793
C -2.20642 -0.86314 -3.09965
C -3.44855 -1.42466 -3.35208
C -3.84064 -2.53263 -2.62650
C -2.96679 -3.05363 -1.68482
C -1.74632 -2.43078 -1.49896
N -1.36034 -1.35418 -2.18481
C 1.92969 1.74790 -0.05463
C 2.57926 2.22149 1.07185
C 1.96856 2.21524 2.31765
C 0.58583 1.81837 2.33043
C -0.03478 1.39063 1.20084
N 0.59197 1.26570 -0.02681
H 3.43792 2.74030 -3.79809
H 2.98534 3.64239 -6.07329
H 0.77101 3.28010 -7.12705
H -0.97271 1.99556 -5.91724
H -4.06228 -0.96708 -4.11414
H -4.81307 -2.98268 -2.78587
H -3.22404 -3.91565 -1.08456
H -1.05044 -2.82035 -0.77086
H 3.58966 2.58767 0.92305
H 2.44181 2.65251 3.18805
H 0.01264 1.85649 3.24853
H -1.08124 1.11143 1.21300
N 1.06552 -1.72184 3.25512
C 1.58772 -1.38166 2.05685
N 2.73605 -0.68869 2.05078
S 0.74140 -1.84476 0.64890
H 1.29955 -1.12999 4.03740
H 0.13228 -2.11426 3.29747
H 2.71679 0.17659 2.62965
H 3.00677 -0.40920 1.11559
S -2.03538 -2.35156 4.87205
C -2.62684 -1.31028 3.68348
S -2.78585 -1.76340 2.02908
C -3.24371 -0.11469 1.56784
N -3.30707 0.66634 2.61495
N -2.97806 -0.01781 3.77692
C -2.91300 0.79218 4.94373
C -3.28904 0.29589 6.18428
C -3.22117 1.12153 7.29673
C -2.79071 2.43463 7.17645
C -2.43755 2.92681 5.92682
C -2.50207 2.11366 4.80759
S -3.44904 0.29599 -0.05262
H -3.62057 -0.72676 6.27377
H -3.51127 0.73009 8.26388
H -2.73568 3.07298 8.04987
H -2.10654 3.95151 5.81626
H -2.25037 2.48615 3.82542
C 2.65376 -1.57883 -2.97868
C 2.30948 -2.23805 -1.64039
C 3.61344 -2.61326 -0.92271
C 1.51955 -3.51582 -1.91988
C 1.51488 -1.21027 -0.81964
H 3.22767 -2.27001 -3.60501
H 3.23918 -0.66898 -2.83150
H 1.74363 -1.29219 -3.51008
H 4.21283 -3.30718 -1.52118
H 3.40413 -3.08675 0.04126
H 4.21511 -1.71905 -0.73959
H 0.67120 -3.30923 -2.57429
H 1.14747 -3.97408 -0.99939
H 2.16288 -4.24676 -2.41961
H 2.19810 -0.40601 -0.53890
*
```

Properties
- HOMO energy (spin up / spin down): 0.243 / 0.190 eV
- Expectation value of S²: 0.807
- Relative energy (zero: lowest compared OMol25 entry of this formula, charge and spin): 0.0 kJ/mol
- Calculated total energy: -121466.87866 eV
- Gap between HOMO and LUMO (spin up / spin down): 3.7 / 3.8 eV


Entry 3:
Below is C32H31CuN5O2S7 as an isolated structure at a distorted geometry, with properties calculated with the ωB97M-V functional and the def2-TZVPD basis.

ORCA input file:
```
! RIJCOSX wB97M-V def2-TZVPD def2/J DEFGRID3
* xyz 0 2
Cu 0.43677 -1.04221 2.04009
C 5.61944 -0.43423 0.10319
S 4.50421 0.91091 0.60256
C 3.05947 0.05022 1.02432
S 1.73982 0.98415 1.53180
N 3.07805 -1.25047 0.90024
N 2.02568 -1.92081 1.30175
C 1.91107 -3.18819 1.06463
C 0.80653 -3.87716 1.65443
C 0.69288 -5.27494 1.64609
C -0.36786 -5.86383 2.30267
C -1.29531 -5.05322 2.95047
C -1.11689 -3.67956 2.90395
N -0.11179 -3.10994 2.26689
H 6.30356 -0.00244 -0.61775
H 6.15861 -0.80587 0.97067
H 5.01962 -1.21741 -0.34785
H 2.64946 -3.72956 0.48618
H 1.44756 -5.87297 1.15759
H -0.46985 -6.93933 2.31825
H -2.13429 -5.47284 3.48008
H -1.80098 -3.00068 3.39529
O -0.68448 -0.62175 3.69299
S -2.01507 -0.08015 4.09623
C -3.11619 -0.25883 2.59354
C -3.77316 0.99771 2.03384
C -3.02536 1.56342 0.81807
C -3.07802 0.66590 -0.42072
S -1.36459 -0.04231 -0.77818
O -0.98483 -0.49433 0.58909
C -2.01510 -1.53731 -1.56730
C -2.45303 -1.52561 -2.87887
C -2.95600 -2.69015 -3.43403
C -3.01156 -3.85410 -2.68471
C -2.53789 -3.86534 -1.38224
C -2.03545 -2.70295 -0.82642
C -1.79072 1.71642 4.14733
C -2.54801 2.47912 5.02244
C -2.32700 3.84505 5.08494
C -1.36587 4.43590 4.27847
C -0.60439 3.65931 3.41974
C -0.81114 2.29298 3.36257
H -3.86050 -0.99440 2.89882
H -2.45002 -0.70770 1.85586
H -3.82205 1.77098 2.80549
H -4.80234 0.76730 1.74427
H -1.97898 1.71829 1.09114
H -3.44929 2.54244 0.58470
H -3.35198 1.22999 -1.31058
H -3.76867 -0.16780 -0.30261
H -2.39286 -0.62426 -3.46552
H -3.30038 -2.69507 -4.45638
H -3.40734 -4.76283 -3.11740
H -2.54663 -4.77875 -0.80336
H -1.63752 -2.67866 0.17635
H -3.29450 2.00938 5.64612
H -2.90303 4.44761 5.77147
H -1.20125 5.50344 4.34004
H 0.15431 4.10979 2.79902
H -0.20552 1.67075 2.72540
S 1.07885 1.66630 -6.74611
C 1.34980 1.04280 -5.24542
S 0.48649 -0.34541 -4.62104
C 1.33489 -0.09811 -3.03733
N 2.12921 0.90721 -3.08393
N 2.16323 1.52870 -4.28029
C 2.97750 2.67452 -4.37556
C 3.15558 3.43323 -3.22187
C 3.94508 4.56536 -3.25962
C 4.56708 4.94501 -4.43753
C 4.39816 4.18061 -5.57880
C 3.60920 3.04445 -5.55719
S 1.06123 -1.12516 -1.74789
H 2.67535 3.11834 -2.30865
H 4.06788 5.15090 -2.36128
H 5.18096 5.83252 -4.46754
H 4.88454 4.46459 -6.49992
H 3.49565 2.46102 -6.45520
*
```

Properties
- HOMO energy (spin up / spin down): -6.306 / -6.305 eV
- Expectation value of S²: 0.756
- Relative energy (zero: lowest compared OMol25 entry of this formula, charge and spin): 0.0 kJ/mol
- Calculated total energy: -165716.41972 eV
- Gap between HOMO and LUMO (spin up / spin down): 5.1 / 4.9 eV


> Among the records above, which one has the highest relative energy (zero: lowest compared OMol25 entry of this formula, charge and spin)?

C32H31Cl2F12N5O2S2W


> The highest relative energy (zero: lowest compared OMol25 entry of this formula, charge and spin) belongs to which entry?

C32H31Cl2F12N5O2S2W